[1]
Below is a structure of composition C26H21BCl3N11O2STa, with properties calculated with ωB97M-V/def2-TZVPD.

The net charge is +2. The calculation puts the LUMO energy (alpha / beta) at -0.2491 / -0.3229 Ha. The spin multiplicity is 2.

Last column: Löwdin charge in e.
Positions of all 66 atoms, in Å:
Ta: -0.041 -0.003 -0.125  1.791
N: -1.231 -3.281 2.868  0.181
C: -0.859 -2.200 2.217  -0.776
S: -1.743 -1.594 0.895  0.797
N: 0.235 -1.579 2.747  0.062
N: 0.549 -0.450 2.145  -0.105
C: 1.439 0.236 2.881  0.008
C: 1.884 1.528 2.619  -0.165
C: 2.805 2.146 3.509  0.011
C: 3.175 3.445 3.314  -0.029
C: 2.622 4.168 2.239  0.010
C: 1.719 3.601 1.359  0.027
C: 1.356 2.272 1.532  -0.315
O: 0.513 1.691 0.698  -0.247
H: -2.036 -3.816 2.581  0.133
H: -0.715 -3.566 3.690  0.144
H: 1.774 -0.266 3.784  0.151
H: 3.198 1.573 4.339  0.133
H: 3.876 3.926 3.981  0.125
H: 2.911 5.202 2.099  0.130
H: 1.293 4.165 0.540  0.133
C: -3.723 2.345 0.255  -0.001
C: -2.668 1.591 0.725  -0.138
N: -1.969 1.076 -0.302  -0.157
N: -2.582 1.496 -1.442  0.049
C: -3.631 2.259 -1.128  -0.006
B: -1.925 1.105 -2.786  -0.655
N: -0.491 1.707 -2.764  0.044
C: 0.002 2.743 -3.445  -0.015
C: 1.292 2.996 -3.008  0.003
C: 1.511 2.062 -2.015  -0.119
N: 0.433 1.273 -1.865  -0.081
N: -1.728 -0.428 -2.775  0.039
C: -2.182 -1.328 -3.648  0.004
C: -1.667 -2.570 -3.312  0.007
C: -0.890 -2.337 -2.195  -0.138
N: -0.932 -1.034 -1.862  -0.149
N: -2.679 1.524 -4.003  -0.026
C: -2.249 1.505 -5.301  -0.095
C: -3.345 1.619 -6.107  -0.037
C: -4.433 1.692 -5.211  -0.121
N: -4.037 1.619 -3.957  0.076
H: -4.463 2.874 0.828  0.117
H: -2.377 1.384 1.743  0.114
H: -4.253 2.659 -1.909  0.122
H: -0.593 3.239 -4.194  0.138
H: 1.973 3.745 -3.371  0.118
H: 2.387 1.913 -1.411  0.052
H: -2.835 -1.028 -4.452  0.141
H: -1.833 -3.506 -3.814  0.119
H: -0.318 -3.030 -1.607  0.025
H: -1.206 1.396 -5.553  0.127
H: -3.367 1.657 -7.182  0.107
H: -5.483 1.796 -5.436  0.115
Cl: 6.384 -4.221 -0.525  0.763
C: 4.897 -3.373 -0.403  -0.650
C: 4.903 -1.991 -0.292  -0.101
C: 3.698 -1.322 -0.212  -0.537
Cl: 3.706 0.388 0.056  0.835
C: 2.478 -1.995 -0.275  -0.352
O: 1.318 -1.291 -0.245  -0.318
C: 2.509 -3.390 -0.299  -0.548
Cl: 1.048 -4.305 -0.153  0.787
C: 3.705 -4.078 -0.383  -0.102
H: 5.833 -1.444 -0.254  0.121
H: 3.704 -5.158 -0.418  0.121

[2]
Below is a cluster of 5 separate species, C24H40N2O10 in total, with properties calculated with ωB97M-V/def2-TZVPD.

The net charge is 0. The calculation puts the LUMO energy at -0.0312 Ha. As for the SMILES: O=[N+]([O-])c1ccccc1.O=[N+]([O-])c1ccccc1.COCCOC.COCCOC.COCCOC.

Last column: Löwdin charge in e.
Positions of all 76 atoms, in Å:
O: 17.416 17.734 -17.124  0.095
N: 16.760 17.720 -16.122  -0.318
O: 15.488 17.571 -16.108  0.023
C: 17.418 17.806 -14.762  -0.105
C: 18.790 17.687 -14.616  -0.039
C: 19.365 17.740 -13.390  -0.075
C: 18.588 17.838 -12.210  -0.058
C: 17.199 17.968 -12.288  -0.064
C: 16.637 17.913 -13.565  -0.001
H: 19.398 17.718 -15.509  0.119
H: 20.431 17.744 -13.218  0.107
H: 19.071 17.877 -11.245  0.102
H: 16.544 18.055 -11.434  0.106
H: 15.574 18.060 -13.687  0.108
O: 23.304 23.268 -7.572  0.074
N: 24.525 23.318 -7.622  -0.337
O: 25.270 22.320 -7.519  0.055
C: 25.148 24.624 -7.825  -0.134
C: 24.384 25.774 -8.003  0.004
C: 25.029 27.041 -8.116  -0.071
C: 26.407 27.192 -8.035  -0.067
C: 27.224 26.044 -7.797  -0.050
C: 26.572 24.801 -7.672  0.003
H: 23.306 25.748 -8.073  0.113
H: 24.400 27.881 -8.369  0.101
H: 26.780 28.205 -8.061  0.101
H: 28.275 26.070 -7.551  0.100
H: 27.178 23.984 -7.311  0.107
C: 6.047 13.097 -8.777  -0.138
O: 7.082 13.541 -9.581  -0.230
C: 7.788 12.430 -10.234  -0.159
C: 8.948 13.121 -11.025  -0.164
O: 10.179 13.176 -10.255  -0.210
C: 10.051 13.865 -8.989  -0.083
H: 5.369 12.437 -9.319  0.080
H: 5.557 14.020 -8.468  0.098
H: 6.514 12.427 -8.056  0.085
H: 7.086 11.984 -10.939  0.116
H: 8.168 11.669 -9.552  0.124
H: 8.746 14.102 -11.455  0.123
H: 9.100 12.449 -11.869  0.113
H: 9.671 14.844 -9.280  0.086
H: 10.969 14.054 -8.432  0.084
H: 9.336 13.320 -8.373  0.074
C: 22.092 20.936 -21.577  -0.104
O: 22.140 22.050 -20.670  -0.198
C: 22.100 21.746 -19.235  -0.172
C: 23.505 21.443 -18.744  -0.196
O: 23.559 21.223 -17.316  -0.192
C: 24.869 21.092 -16.817  -0.124
H: 22.444 21.062 -22.601  0.081
H: 21.040 20.760 -21.804  0.078
H: 22.517 20.033 -21.138  0.080
H: 21.491 20.857 -19.069  0.117
H: 21.584 22.549 -18.708  0.128
H: 23.986 22.405 -18.921  0.125
H: 23.963 20.601 -19.265  0.126
H: 25.002 21.734 -15.946  0.085
H: 25.610 21.428 -17.543  0.080
H: 25.084 20.052 -16.573  0.084
C: 23.894 14.704 -4.396  -0.084
O: 24.016 13.373 -4.940  -0.188
C: 23.258 13.161 -6.098  -0.197
C: 23.818 13.906 -7.365  -0.221
O: 25.181 13.668 -7.602  -0.171
C: 25.703 14.025 -8.853  -0.113
H: 22.917 14.957 -3.985  0.086
H: 24.239 15.442 -5.120  0.081
H: 24.657 14.722 -3.617  0.088
H: 22.252 13.536 -5.908  0.116
H: 23.235 12.092 -6.306  0.124
H: 23.545 14.961 -7.356  0.110
H: 23.197 13.578 -8.199  0.114
H: 25.237 14.935 -9.232  0.087
H: 25.631 13.229 -9.594  0.083
H: 26.779 14.164 -8.750  0.086

[3]
Below is a structure of composition C4H7NO2, with properties calculated with ωB97M-V/def2-TZVPD.

The net charge is 0. The calculation puts the LUMO energy at 0.0126 Ha.

Last column: Löwdin charge in e.
Positions of all 14 atoms, in Å:
C: 0.220 1.196 1.178  -0.089
C: -0.777 0.166 -1.011  -0.215
C: 0.615 -0.385 -1.185  -0.195
N: 0.779 -1.331 -0.113  0.034
C: -0.261 -1.862 0.362  -0.373
O: -0.862 -2.590 1.050  0.182
O: -1.573 -0.557 -0.440  0.066
H: 0.728 1.429 2.113  0.004
H: -0.860 1.196 1.443  0.030
H: 0.321 2.149 0.593  0.035
H: -1.104 1.078 -1.519  0.142
H: 1.381 0.394 -1.157  0.122
H: 0.645 -0.889 -2.161  0.135
H: 0.748 0.007 0.846  0.121

[4]
Below is the molecule C5H10O, with properties calculated with ωB97M-V/def2-TZVPD.

The net charge is 0. The calculation puts the LUMO energy at 0.0346 Ha. As for the SMILES: CC1(CO)CC1.

Last column: Löwdin charge in e.
Positions of all 16 atoms, in Å:
C: 0.333 1.530 -0.383  -0.036
C: -0.091 0.136 0.027  -0.493
C: 0.764 -0.497 1.104  -0.227
O: 2.098 -0.731 0.694  -0.054
C: -0.671 -0.770 -1.028  -0.095
C: -1.555 -0.193 0.045  -0.096
H: -0.325 1.927 -1.164  0.083
H: 0.290 2.215 0.473  0.085
H: 1.360 1.528 -0.763  0.083
H: 0.291 -1.427 1.460  0.125
H: 0.834 0.181 1.963  0.128
H: 2.065 -1.412 0.010  0.089
H: -0.455 -1.836 -0.990  0.102
H: -0.766 -0.372 -2.035  0.103
H: -2.256 0.591 -0.229  0.104
H: -1.917 -0.869 0.816  0.101

[5]
Below is the molecule CHFI2S, with properties calculated with ωB97M-V/def2-TZVPD.

The net charge is 0. The calculation puts the LUMO energy (alpha / beta) at -0.0398 / -0.0673 Ha.

Last column: Löwdin charge in e.
Positions of all 6 atoms, in Å:
C: -0.017 1.552 -0.710  -0.588
F: 1.206 2.048 -0.852  -0.063
S: 0.169 -2.713 0.129  -0.512
I: -0.430 -0.434 -1.028  0.951
I: -0.555 -2.305 2.281  0.246
H: -0.372 1.852 0.180  -0.035

[6]
Below is the molecule C4H4N2, with properties calculated with ωB97M-V/def2-TZVPD.

The net charge is 0. The calculation puts the LUMO energy at -0.0394 Ha.

Last column: Löwdin charge in e.
Positions of all 10 atoms, in Å:
C: 1.133 0.824 0.225  0.013
C: 0.852 -0.279 -0.591  -0.344
N: -0.308 -1.020 -0.738  0.068
C: -1.280 -0.602 0.012  -0.215
N: -1.229 0.455 0.892  0.084
C: -0.094 1.103 0.978  -0.178
H: 1.790 -0.957 -0.832  0.189
H: 1.472 -0.325 -1.598  0.190
H: -2.233 -1.128 -0.042  0.108
H: -0.102 1.929 1.694  0.086

The evaluated E for the records listed, in turn: -98411.3960 -48980.0422 -9843.9670 -7393.7707 -30803.9329 -7187.6545 eV.
The evaluated ΔE to the lowest compared entry with this formula, charge and spin for the records listed, in turn: 0.0 1550.7 319.6 96.0 271.8 485.7 kJ/mol.